78
Properties=species:S:1:pos:R:3:forces:R:3:mulliken_charge:R:1 method="wB97M-V/def2-TZVPD" energy_ev=-151187.65235 spin_multiplicity=1 homo_lumo_gap_ev="6.513 / 6.511" largest_force_ev_per_a=1.3 relative_energy_kj_mol=219.5
Pd -0.260613 -0.250727 -0.372896 0.591 -0.637 0.172 -0.64
Cl -1.533727 -2.342194 0.881469 -0.161 0.056 -0.122 -0.11
C -1.688656 -2.573102 -0.844907 -0.024 0.004 -0.037 1.83
C -1.179698 -1.551232 -1.626400 -0.138 -0.004 -0.039 -1.64
C -1.465971 -1.569591 -2.979161 0.084 -0.107 -0.026 0.70
Cl -1.094637 -0.215954 -3.968233 0.086 0.071 -0.012 -0.05
C -2.098254 -2.680879 -3.547540 0.000 -0.067 0.035 0.35
Cl -2.375793 -2.744352 -5.243439 0.015 0.020 0.001 -0.18
C -2.508237 -3.748225 -2.746370 0.035 0.056 -0.020 0.28
Cl -3.256895 -5.128025 -3.447431 0.003 0.025 0.011 -0.19
C -2.333153 -3.683909 -1.364749 0.034 0.062 0.006 0.04
Cl -2.897123 -4.933784 -0.332156 0.002 0.014 0.003 -0.20
O 1.396281 -1.676854 1.677234 -0.054 0.195 -0.354 -0.31
N 1.696813 -2.329897 0.704787 0.348 -0.476 0.286 -0.12
O 1.158057 -2.013915 -0.409543 -0.373 1.148 0.365 -0.01
C -1.002386 3.883681 -3.104663 -0.078 0.046 -0.029 -1.02
O -1.025479 2.695448 -2.304343 -0.090 -0.164 -0.162 0.05
C -2.106707 2.460726 -1.593718 0.048 0.116 0.285 0.31
S -3.388194 3.480162 -1.402393 0.001 -0.064 -0.159 -0.19
S -2.191494 0.960213 -0.730106 -0.176 0.134 -0.053 -0.26
H -0.071011 3.830359 -3.660721 -0.031 0.022 -0.021 0.18
H -1.028536 4.768743 -2.469271 -0.017 -0.065 -0.070 0.32
H -1.859125 3.897193 -3.776188 0.011 0.002 -0.005 0.47
N 1.056752 0.769802 -1.426084 -0.016 -0.054 -0.234 0.53
P 2.323671 0.120134 -2.173759 -0.012 0.080 0.165 1.65
C 3.649957 -0.625240 -1.180688 -0.055 0.000 0.019 0.32
C 3.924075 -0.008663 0.036725 -0.042 -0.012 0.004 -0.03
C 4.947052 -0.471185 0.845332 -0.014 0.008 0.019 -0.51
C 5.707486 -1.559223 0.439578 0.028 -0.020 0.016 -0.67
C 5.445471 -2.173362 -0.775284 0.017 -0.019 0.015 -0.75
C 4.420681 -1.708394 -1.587285 0.014 0.024 -0.022 -0.43
C 2.140112 -0.985308 -3.601422 0.006 0.090 0.001 0.16
C 2.260887 -0.475750 -4.892702 -0.057 0.057 -0.017 -0.86
C 2.063768 -1.297433 -5.991322 -0.029 -0.031 -0.029 -0.62
C 1.740922 -2.634423 -5.810301 0.008 0.020 -0.001 -0.76
C 1.632773 -3.151102 -4.526730 -0.036 -0.042 -0.031 -0.82
C 1.836813 -2.335144 -3.425755 -0.084 -0.022 0.045 -0.02
C 3.112643 1.637186 -2.800491 -0.020 -0.069 -0.024 -0.41
C 4.436689 1.602216 -3.235086 -0.027 -0.069 -0.002 -0.30
C 5.027442 2.743819 -3.751750 0.010 0.021 -0.009 -0.74
C 4.303188 3.927076 -3.827471 0.061 0.012 -0.022 -0.82
C 2.994020 3.967630 -3.375317 -0.016 0.059 0.006 0.03
C 2.397793 2.827674 -2.858665 -0.097 -0.065 0.047 0.15
H 3.313727 0.832183 0.343248 0.023 -0.048 -0.049 -0.30
H 5.146767 0.007916 1.795492 0.007 0.000 0.006 0.45
H 6.502711 -1.930675 1.073095 -0.004 0.004 -0.003 0.39
H 6.036272 -3.023122 -1.092107 0.000 0.003 0.003 0.44
H 4.224239 -2.196459 -2.532292 0.016 0.011 0.005 0.43
H 2.492897 0.570577 -5.047489 0.007 -0.015 0.015 0.37
H 2.151841 -0.888144 -6.989424 0.003 -0.007 0.001 0.44
H 1.575517 -3.274578 -6.667337 -0.001 0.005 -0.002 0.40
H 1.384351 -4.195157 -4.379764 0.005 0.016 -0.004 0.47
H 1.750684 -2.742954 -2.428030 -0.038 0.006 0.036 0.43
H 5.006610 0.682000 -3.172973 -0.013 0.011 -0.002 0.47
H 6.053550 2.710564 -4.094414 -0.002 0.002 0.004 0.43
H 4.765563 4.818526 -4.232842 -0.002 -0.010 0.005 0.40
H 2.433919 4.893774 -3.414013 0.000 0.009 0.001 0.49
H 1.385106 2.841667 -2.475690 0.075 -0.030 0.000 -0.52
C -1.225593 1.986966 2.391345 -0.021 -0.093 0.022 -1.28
P 0.254716 1.486806 1.449147 0.053 -0.298 -0.179 1.33
C 1.419534 1.100554 2.793991 0.015 -0.048 -0.040 -1.34
C 0.865023 3.059842 0.778890 -0.005 0.006 -0.014 0.34
C -0.031930 3.995079 0.267667 0.012 0.005 0.082 -0.91
C 0.426622 5.189681 -0.266881 0.028 0.056 0.060 -0.82
C 1.786204 5.463708 -0.301214 -0.005 -0.006 -0.036 -0.65
C 2.686744 4.537865 0.203995 0.039 0.023 -0.013 -0.67
C 2.228132 3.346200 0.741121 -0.011 -0.042 0.079 -0.32
H -2.029562 2.289587 1.723471 0.017 0.016 -0.008 0.41
H -0.986181 2.799696 3.077932 0.029 -0.012 -0.007 0.41
H -1.575151 1.124574 2.961921 0.000 -0.003 -0.002 0.43
H 1.511528 1.949676 3.472260 0.035 0.014 -0.018 0.44
H 2.393664 0.822544 2.394899 -0.026 -0.007 0.032 0.26
H 1.041625 0.231740 3.330953 -0.012 0.003 -0.013 0.46
H -1.098182 3.808225 0.293257 0.023 0.024 0.025 0.61
H -0.286161 5.914303 -0.642322 0.019 -0.002 0.032 0.59
H 2.143795 6.397257 -0.716596 -0.001 0.009 0.005 0.43
H 3.749825 4.743081 0.180773 -0.015 -0.006 0.002 0.43
H 2.943040 2.648607 1.158448 -0.002 0.051 -0.030 0.36